54
Properties=species:S:1:pos:R:3 method="wB97M-V/def2-TZVPD" gap_ev=8.18 total_energy_ev=-81457.4326 total_charge=+1 e_above_lowest_kcal_mol=0.0 homo_energy_ev=-11.9
Te -3.92095 -1.17791 1.28657
Zr -0.47060 -0.15130 1.10447
Cl -0.05899 -8.74685 2.46540
Cl 5.89529 -1.81722 -4.26610
F -3.50805 -0.94820 3.07559
F -5.03996 0.27538 1.29006
F -5.33071 -2.22297 1.82838
F -4.36633 -1.60692 -0.44541
F -0.12427 0.30763 2.90978
O -0.81814 -2.20264 1.55419
O 0.21096 -0.65305 -0.89520
O 1.64415 -0.53078 0.73584
O -2.48187 -0.17770 0.75843
O -2.94043 -2.89649 1.35254
N -0.42016 1.98635 0.48030
N -0.70638 4.34501 -0.10314
C -2.25827 -5.51286 1.80016
C 0.43700 -6.11854 2.20433
C 4.59710 -1.50439 -3.17595
C -0.12885 6.71197 0.12457
C 3.83449 -1.04364 -0.96056
C -1.87879 -6.82228 2.00964
C -1.66985 -3.11768 1.55548
C 3.29619 -1.46724 -3.66408
C 0.71453 6.42055 -1.11328
C -0.40994 5.41923 0.88321
C -0.07662 5.58491 -2.13544
C 4.87700 -1.29527 -1.83069
C -0.55856 3.10694 0.20471
C 2.25771 -1.21397 -2.78989
C -0.53386 -7.11481 2.20750
C 1.43300 -0.72533 -0.51124
C -1.16023 4.74972 -1.45321
C -1.29213 -4.50310 1.78873
C 2.52506 -1.00115 -1.43840
C 0.05518 -4.81087 1.99371
H 0.79396 -4.02123 1.99353
H -2.60955 -7.61780 2.02251
H -2.08179 5.31647 -1.32074
H 0.46803 5.10988 1.45021
H 4.02424 -0.87544 0.09048
H -3.29953 -5.26860 1.64702
H -0.56673 6.23260 -2.86363
H -1.06494 7.19799 -0.15874
H -1.40491 3.85013 -2.01374
H 1.47312 -6.37766 2.36723
H 0.59899 4.93573 -2.69253
H 0.38376 7.39453 0.80147
H 1.05317 7.34809 -1.57142
H 5.89924 -1.33089 -1.48246
H 1.23636 -1.18064 -3.14415
H 3.11288 -1.63618 -4.71547
H 1.61365 5.87964 -0.80708
H -1.25369 5.51886 1.56657